This record from the Open Molecules 2025 dataset describes a molecular structure, C6H8N2O in a non-equilibrium geometry. The level of theory is ωB97M-V/def2-TZVPD.

The geometry in XYZ format:
```
17
Properties=species:S:1:pos:R:3:forces:R:3:lowdin_charge:R:1
C -1.5271 -0.6114 0.1560 -1.5 1.1 2.4 -0.1521
C 0.9232 0.7034 -0.8840 0.4 5.4 1.1 -0.1291
C 0.7807 -1.6890 -0.7252 -2.6 -3.0 -4.0 -0.0492
C -0.6720 -1.2788 -0.7934 0.5 -0.4 -1.5 -0.1931
C 0.4859 -0.4815 -1.5021 -0.5 0.4 1.8 -0.1899
C 0.2609 2.1355 1.6136 1.9 -0.5 0.3 -0.0853
N -1.1264 0.4006 0.9291 -2.6 -2.3 -1.2 -0.0278
N 0.0617 0.8822 0.8648 2.4 -0.4 -2.0 -0.1153
O 1.5678 1.6756 -1.2583 -1.9 -3.3 1.6 0.0993
H -2.6508 -0.9843 0.2838 2.8 1.0 -0.2 0.1344
H 1.3858 -1.7129 0.0680 2.0 0.3 3.1 0.0744
H 0.9360 -2.5346 -1.4737 0.1 0.9 1.5 0.1447
H -1.1822 -1.8409 -1.6046 0.1 0.3 0.9 0.1416
H 0.4710 -0.5662 -2.5272 0.4 0.4 -2.1 0.1284
H -0.6234 2.4422 2.1905 0.1 0.0 -0.8 0.0786
H 1.1115 2.0795 2.3710 -1.0 -0.5 -0.8 0.0856
H 0.6764 2.8220 0.8834 -0.5 0.8 0.0 0.0548
```
Positions in Å, forces in eV/Å.

Its highest occupied orbital energy is -7.71 eV. The relative energy (zero: lowest compared OMol25 entry of this formula, charge and spin) is 100.58 kcal per mole. For the LUMO energy, the calculation gives 0.61 eV. As for the HOMO-LUMO gap: 8.3 eV. The calculation puts the energy at -11374.985 eV.

---

This record from the Open Molecules 2025 dataset describes C13H12N6O2S in the gas phase in a non-equilibrium geometry. The level of theory is ωB97M-V/def2-TZVPD.

The geometry in XYZ format:
```
34
Properties=species:S:1:pos:R:3:forces:R:3:lowdin_charge:R:1
C 2.1704 4.1140 4.7213 0.9 -1.0 1.9 -0.0338
O 1.7981 3.6307 3.4261 0.2 2.1 -0.7 -0.0369
C 1.9766 2.3936 2.9961 0.1 -1.0 0.2 -0.5413
O 2.3873 1.4897 3.6676 0.6 -0.3 0.9 0.0846
C 1.5090 2.0823 1.6245 -0.7 0.7 0.0 -0.3663
S 1.3199 0.3583 1.3025 -0.1 1.8 -1.6 1.1355
C 0.5863 0.7880 -0.2761 -0.2 0.2 2.0 -0.4362
N 0.0106 -0.2164 -1.0709 -0.1 -0.8 -0.4 0.0309
N 0.3228 -1.4108 -0.8087 0.2 2.3 -0.1 0.0822
C -0.4174 -2.4050 -1.5151 -0.7 -1.1 1.4 -0.3194
C -1.7597 -2.2462 -1.8322 1.4 -1.0 0.3 0.0141
C -2.4427 -3.3981 -2.2240 -1.0 0.1 -1.9 -0.3173
N -3.7228 -3.2323 -2.7537 0.0 -1.1 0.3 0.0902
C -1.8182 -4.6376 -2.2627 -1.2 -0.4 -0.5 0.0077
C -0.5326 -4.7055 -1.7689 0.0 3.4 -0.9 -0.4424
N 0.0852 -5.8699 -1.7517 1.5 -3.3 -0.4 0.1048
N 0.1888 -3.5938 -1.4458 -0.5 -0.8 0.0 0.1495
C 0.3624 2.1782 -0.3853 1.1 -1.6 0.0 -0.1813
C -0.3679 2.6585 -1.5333 1.0 -0.3 1.6 -0.1913
N -0.9663 3.0125 -2.4359 -0.7 0.5 -1.0 0.1653
C 0.9832 2.9574 0.7013 -1.3 -1.3 -1.2 -0.2119
C 0.8590 4.4669 0.7078 -0.8 -0.7 -1.0 -0.0125
H 2.9638 3.4922 5.2264 -0.7 0.5 -0.9 0.1091
H 2.4411 5.1935 4.8857 -0.1 -0.9 -1.6 0.1079
H 1.3038 4.0018 5.3409 -0.6 -0.2 0.4 0.0785
H -2.2244 -1.3233 -1.6552 -0.7 1.1 -0.1 0.0921
H -3.9000 -2.2932 -3.0747 -0.4 -0.4 -0.2 0.0902
H -4.1656 -4.0484 -3.2274 0.6 1.5 0.6 0.1141
H -2.3114 -5.5499 -2.7257 0.5 1.3 0.9 0.1374
H 0.9362 -5.8766 -1.2030 0.1 -0.2 -0.7 0.1034
H 0.0190 -6.4559 -2.6138 0.2 0.7 1.6 0.1306
H 0.8806 4.8188 1.7302 0.2 0.4 -0.2 0.0655
H -0.1042 4.7643 0.1989 0.8 -0.4 0.7 0.1011
H 1.6290 4.8620 0.0348 0.1 0.2 0.6 0.0959
```
Positions in Å, forces in eV/Å.

Its highest occupied orbital energy is -8.41 eV. The relative energy (zero: lowest compared OMol25 entry of this formula, charge and spin) is 14.15 kcal per mole. For the LUMO energy, the calculation gives -1.28 eV. The structure (SMILES) is COC(=O)c1sc(/N=N/c2cc(N)cc(N)n2)c(C#N)c1C. As for the HOMO-LUMO gap: 7.1 eV. The calculation puts the energy at -37544.280 eV.